1.
{
  "formula": "C7H10F5NORhTe",
  "method": "the ωB97M-V functional and the def2-TZVPD basis",
  "species": ["C", "C", "C", "C", "C", "Rh", "N", "C", "C", "H", "H", "H", "H", "H", "H", "H", "H", "H", "H", "F", "Te", "F", "F", "F", "F", "O"],
  "positions_angstrom": [[-1.1496, -0.2213, -2.2297], [-1.0303, -1.5108, -1.5979], [0.3262, -1.6772, -1.2209], [1.0654, -0.5740, -1.7095], [0.1855, 0.3234, -2.3634], [-0.6787, 0.2256, -0.1974], [-0.8791, 2.1705, -0.6428], [-2.1020, 0.8120, 0.8173], [-2.1101, -0.6670, 0.7686], [0.7189, -2.4705, -0.5935], [-1.8283, -2.1944, -1.4182], [2.0950, -0.3589, -1.4575], [0.4302, 1.3149, -2.6843], [-2.0228, 0.1952, -2.6309], [-2.9008, -1.0692, 0.1499], [-1.6683, 1.3273, 1.7390], [-0.3131, 2.4619, 0.2339], [-1.9003, -1.0981, 1.7307], [-2.9940, 1.1622, 0.1666], [4.2019, 0.5603, 1.9265], [2.3410, 0.2497, 1.8794], [2.7354, -1.2997, 0.8239], [2.3126, 1.2874, 0.2455], [2.5123, -0.7556, 3.4720], [2.1094, 1.8703, 2.8392], [0.5438, -0.0640, 1.9532]],
  "forces_ev_per_angstrom": [[1.53, -1.44, -1.29], [0.68, 0.29, -1.36], [0.04, -0.46, -0.63], [0.16, 0.26, 0.06], [-0.54, -1.07, -0.08], [6.43, -0.30, -0.46], [0.90, 2.23, 0.64], [-5.21, -0.18, 2.20], [-2.73, 1.35, 2.38], [-0.06, 0.16, -0.18], [-0.26, -0.21, 0.13], [-0.11, -0.16, -0.23], [0.01, 0.19, -0.20], [-1.04, 0.46, -0.48], [-0.08, -0.35, 0.33], [-1.30, -0.45, -1.22], [-0.59, -0.14, -1.35], [0.36, -0.84, 0.00], [1.66, 0.55, 1.64], [-0.84, -0.14, 0.05], [-2.37, -0.21, -0.39], [0.29, 0.75, 0.54], [0.45, -0.52, 1.12], [0.88, 0.33, -0.25], [0.78, -0.33, -0.18], [0.95, 0.25, -0.82]],
  "charge": -1,
  "s2": 6.024,
  "orbital_gap_ev": [5.03, 7.54],
  "multiplicity": 5
}

=====

2.
{
  "formula": "C2H4BrN",
  "method": "the ωB97M-V functional and the def2-TZVPD basis",
  "species": ["C", "N", "C", "Br", "H", "H", "H", "H"],
  "positions_angstrom": [[-1.2153, 0.0967, -0.1261], [0.3641, -0.4254, -0.7108], [1.2403, -0.1013, 0.1071], [3.0070, -0.4360, -0.2396], [-1.0689, -0.2806, 0.8237], [-1.9205, -0.4058, -0.8276], [-1.3940, 1.2672, -0.1136], [0.9873, 0.2853, 1.0870]],
  "forces_ev_per_angstrom": [[2.43, 1.24, -3.29], [-3.37, 1.64, -0.21], [-1.56, -0.09, 0.56], [1.41, -0.23, -0.10], [-0.83, -0.81, 2.01], [0.57, 0.32, 1.01], [0.84, -2.49, -0.26], [0.52, 0.42, 0.29]],
  "charge": 0,
  "smiles": "C/N=C/Br",
  "orbital_gap_ev": 10.84,
  "relative_energy_kcal_mol": 36.7,
  "multiplicity": 1
}

=====

Number 1: calculated total energy -1280.43755 a.u.. Number 2: calculated total energy -2707.30062 a.u..